[1]
{"formula": "C3H8N2OS", "method": "ωB97M-V/def2-TZVPD", "smiles": "NC(=O)NCCS", "homo_energy_ev": -9.30, "charge": 0, "homo_lumo_gap_ev": 9.9, "spin_multiplicity": 1, "e_tot_ev": -19102.8162, "de_lowest_ev": 1.686, "species": ["N", "C", "O", "N", "C", "C", "S", "H", "H", "H", "H", "H", "H", "H", "H"], "positions_angstrom": [[2.362, -0.874, 0.700], [2.004, -0.705, -0.602], [2.626, -1.373, -1.404], [0.760, -0.206, -0.895], [-0.029, 0.534, 0.029], [-1.670, 0.214, -0.054], [-2.687, 1.143, 0.972], [3.184, -1.606, 0.779], [1.688, -0.716, 1.462], [0.383, -0.691, -1.798], [0.089, 0.270, 1.067], [0.228, 1.614, -0.004], [-1.912, 0.374, -1.120], [-1.716, -0.745, 0.375], [-3.649, 1.499, 0.050]], "nbo_charge": [-0.8669, 0.7714, -0.6623, -0.6649, -0.2006, -0.5726, -0.0032, 0.4302, 0.3897, 0.4287, 0.1707, 0.1931, 0.2325, 0.2145, 0.1396]}

=====

[2]
{"formula": "C3H8N2OS", "method": "ωB97M-V/def2-TZVPD", "homo_energy_ev": -8.82, "charge": 0, "homo_lumo_gap_ev": 5.3, "spin_multiplicity": 1, "e_tot_ev": -19097.8057, "de_lowest_ev": 6.696, "species": ["N", "C", "C", "S", "C", "N", "O", "H", "H", "H", "H", "H", "H", "H", "H"], "positions_angstrom": [[0.582, 0.828, -1.397], [0.186, -0.115, -0.515], [0.072, 0.289, 1.155], [2.946, -0.221, 0.301], [-1.117, 0.262, 0.164], [-1.920, -0.963, 0.208], [-1.672, 1.388, -0.022], [-0.051, 1.628, -1.346], [2.599, -1.467, 0.650], [1.584, 0.926, -1.432], [0.543, -1.126, -0.586], [0.371, -0.511, 1.817], [0.661, 1.174, 1.299], [-1.909, -1.388, -0.701], [-2.876, -0.704, 0.404]], "nbo_charge": [-0.7017, 0.0429, -0.2016, -0.4054, 0.3525, -0.8233, -0.6772, 0.4215, 0.1147, 0.4172, 0.2470, 0.2275, 0.2339, 0.3659, 0.3863]}

=====

[3]
{"formula": "C3H8N2OS", "method": "ωB97M-V/def2-TZVPD", "smiles": "C/N=C(/NO)SC", "homo_energy_ev": -9.24, "charge": 0, "homo_lumo_gap_ev": 9.8, "spin_multiplicity": 1, "e_tot_ev": -19101.2698, "de_lowest_ev": 3.232, "species": ["C", "N", "C", "N", "O", "S", "C", "H", "H", "H", "H", "H", "H", "H", "H"], "positions_angstrom": [[-0.118, 1.714, 1.717], [-0.991, 0.928, 0.826], [-0.315, 0.107, 0.037], [-1.108, -0.660, -0.884], [-2.504, -0.477, -0.674], [1.472, -0.057, -0.178], [1.643, -1.611, -1.032], [0.573, 1.087, 2.283], [0.435, 2.456, 1.104], [-0.665, 2.374, 2.434], [-0.922, -0.256, -1.879], [-2.486, 0.303, -0.057], [1.367, -1.616, -2.089], [0.946, -2.345, -0.606], [2.672, -1.946, -1.002]], "nbo_charge": [-0.4464, -0.5315, 0.2569, -0.3512, -0.5662, 0.2440, -0.7658, 0.2028, 0.1934, 0.2090, 0.3620, 0.4839, 0.2206, 0.2484, 0.2402]}

=====

[4]
{"formula": "C3H8N2OS2", "method": "ωB97M-V/def2-TZVPD", "smiles": "NC(=O)[C@H](N)CSS", "homo_energy_ev": -8.86, "charge": 0, "homo_lumo_gap_ev": 9.4, "spin_multiplicity": 1, "e_tot_ev": -29938.6014, "de_lowest_ev": 0.871, "species": ["N", "C", "O", "C", "N", "C", "S", "S", "H", "H", "H", "H", "H", "H", "H", "H"], "positions_angstrom": [[-2.300, 0.345, -2.643], [-1.349, -0.276, -1.856], [-0.866, -1.386, -2.138], [-0.879, 0.536, -0.545], [0.107, 1.270, -1.305], [-0.360, -0.505, 0.389], [0.403, 0.428, 1.737], [2.232, -0.432, 2.135], [-2.514, 1.300, -2.417], [-2.318, 0.211, -3.585], [-1.606, 1.183, -0.111], [0.559, 2.028, -0.827], [0.824, 0.665, -1.661], [-1.179, -1.083, 0.960], [0.128, -1.389, -0.158], [1.741, -1.592, 2.670]], "nbo_charge": [-0.8047, 0.6993, -0.6267, -0.1634, -0.8400, -0.6001, 0.0803, -0.1283, 0.3818, 0.3875, 0.2131, 0.3752, 0.3734, 0.2322, 0.2932, 0.1273]}

=====

[5]
{"formula": "C3H8N2S", "method": "ωB97M-V/def2-TZVPD", "homo_energy_ev": -7.83, "charge": 0, "homo_lumo_gap_ev": 7.5, "spin_multiplicity": 1, "e_tot_ev": -17048.1399, "de_lowest_ev": 8.590, "species": ["C", "C", "C", "H", "H", "H", "H", "H", "H", "H", "H", "N", "N", "S"], "positions_angstrom": [[0.687, 1.319, -0.059], [1.667, -1.001, 0.026], [-0.779, -0.565, -0.279], [-0.824, 1.644, 0.022], [1.095, 1.957, -1.463], [1.352, 1.570, 0.912], [1.378, -1.971, -0.429], [1.995, -1.135, 1.081], [2.486, -0.230, -0.608], [-1.212, -1.589, -0.609], [-3.417, -0.102, 1.681], [0.475, -0.123, -0.143], [-1.607, 0.397, 0.038], [-3.297, -0.171, -0.171]], "nbo_charge": [-0.5332, -0.4042, 0.2883, 0.3820, 0.1419, 0.2125, 0.2052, 0.2041, 0.2244, 0.2263, 0.1197, -0.4682, -0.6938, 0.0951]}

=====

[6]
{"formula": "C3H8N2S", "method": "ωB97M-V/def2-TZVPD", "homo_energy_ev": -8.35, "charge": 0, "homo_lumo_gap_ev": 6.8, "spin_multiplicity": 1, "e_tot_ev": -17049.9679, "de_lowest_ev": 6.762, "species": ["C", "C", "C", "H", "H", "H", "H", "H", "H", "H", "H", "N", "N", "S"], "positions_angstrom": [[0.598, 0.329, -1.514], [1.321, -0.042, 0.012], [-1.029, 0.158, 1.159], [1.206, -0.132, -2.433], [-0.464, -0.247, -1.386], [0.497, 1.474, -1.585], [2.399, 0.731, 0.041], [1.639, -1.299, 0.127], [0.731, 1.165, 1.470], [-2.716, -0.971, 0.459], [-0.851, -2.089, 0.018], [0.322, 0.388, 1.044], [-1.840, -0.585, 0.233], [-1.812, 1.120, 2.355]], "nbo_charge": [-0.6642, -0.2456, 0.2761, 0.2184, 0.2513, 0.2201, 0.2286, 0.2123, 0.4203, 0.3994, 0.2176, -0.6280, -0.6843, -0.2221]}

=====

[7]
{"formula": "C3H8N2S", "method": "ωB97M-V/def2-TZVPD", "homo_energy_ev": -8.88, "charge": 0, "homo_lumo_gap_ev": 9.8, "spin_multiplicity": 1, "e_tot_ev": -17052.5111, "de_lowest_ev": 4.219, "species": ["C", "C", "C", "H", "H", "H", "H", "H", "H", "H", "H", "N", "N", "S"], "positions_angstrom": [[-1.736, -0.165, -0.304], [-0.726, -1.137, 0.362], [2.980, 0.544, 0.059], [-1.807, 1.805, -0.573], [-0.479, 1.345, 0.081], [-2.761, -0.682, 0.463], [-1.987, -0.217, -1.412], [-1.007, -1.331, 1.454], [-0.961, -2.234, 0.109], [3.979, 0.238, -0.472], [3.159, 1.610, 0.259], [-1.499, 1.175, 0.083], [1.809, 0.287, 0.106], [1.034, -1.238, -0.215]], "nbo_charge": [-0.1829, -0.5834, -0.0612, 0.3545, 0.3720, 0.1354, 0.1969, 0.2427, 0.2462, 0.1604, 0.1514, -0.8396, -0.5573, 0.3648]}

=====

[8]
{"formula": "C3H8N2S", "method": "ωB97M-V/def2-TZVPD", "homo_energy_ev": -8.05, "charge": 0, "homo_lumo_gap_ev": 8.8, "spin_multiplicity": 1, "e_tot_ev": -17052.9367, "de_lowest_ev": 3.794, "species": ["C", "C", "C", "N", "N", "S", "H", "H", "H", "H", "H", "H", "H", "H"], "positions_angstrom": [[3.492, -1.899, -0.798], [-1.557, 1.692, -0.479], [-1.401, -0.736, 0.366], [3.751, -1.268, 0.141], [-0.729, 0.390, -0.152], [0.858, 0.703, 0.397], [1.461, -0.304, -0.282], [-0.943, 1.931, -1.398], [-2.639, 1.340, -0.707], [-1.406, 2.310, 0.458], [-0.750, -1.584, 0.403], [-1.910, -0.713, 1.318], [-2.228, -1.039, -0.261], [4.000, -0.822, 0.993]], "nbo_charge": [0.2946, -0.4337, -0.4153, -0.7388, -0.6007, 0.1236, 0.1135, 0.2323, 0.2145, 0.2018, 0.2036, 0.1632, 0.1919, 0.4494]}

=====

[9]
{"formula": "C3H8N2S", "method": "ωB97M-V/def2-TZVPD", "homo_energy_ev": -8.90, "charge": 0, "homo_lumo_gap_ev": 9.5, "spin_multiplicity": 1, "e_tot_ev": -17052.7195, "de_lowest_ev": 4.011, "species": ["C", "C", "C", "H", "H", "H", "H", "H", "H", "H", "H", "N", "N", "S"], "positions_angstrom": [[-0.978, 1.243, -0.239], [-0.768, -0.117, 0.346], [0.725, -0.513, 0.296], [-0.187, 1.931, 0.182], [-1.900, 1.910, -0.203], [-0.730, 1.225, -1.338], [-1.242, -0.278, 1.417], [-2.459, -1.396, -0.072], [-0.716, -2.279, -0.403], [0.989, -1.590, 0.718], [3.756, 0.944, 0.177], [-1.384, -1.150, -0.590], [1.638, 0.314, -0.065], [3.258, -0.246, -0.226]], "nbo_charge": [-0.6568, -0.1280, 0.1160, 0.2336, 0.2322, 0.2344, 0.2013, 0.3598, 0.3388, 0.1598, 0.1213, -0.8154, -0.5618, 0.1647]}

=====

[10]
{"formula": "C3H8N3", "method": "ωB97M-V/def2-TZVPD", "homo_energy_ev": -13.28, "charge": 1, "homo_lumo_gap_ev": 8.8, "spin_multiplicity": 1, "e_tot_ev": -7699.6269, "de_lowest_ev": 5.652, "species": ["C", "C", "C", "N", "N", "N", "H", "H", "H", "H", "H", "H", "H", "H"], "positions_angstrom": [[1.325, -1.104, -0.261], [0.410, 1.027, -0.348], [-1.540, -0.218, 0.701], [1.299, 0.076, 0.291], [-1.028, -0.961, -0.433], [-0.972, 0.438, -0.482], [1.016, -1.366, -1.285], [1.454, -2.004, 0.364], [0.589, 1.878, 0.214], [0.909, 1.263, -1.280], [-2.607, -0.235, 0.821], [-1.018, -0.165, 1.697], [1.576, 0.327, 1.232], [-1.413, 1.042, -1.230]], "nbo_charge": [0.0792, -0.1039, -0.0792, -0.5066, -0.3855, -0.2819, 0.2592, 0.2441, 0.2328, 0.2367, 0.2274, 0.1938, 0.4413, 0.4426]}

=====

[11]
{"formula": "C3H8N3", "method": "ωB97M-V/def2-TZVPD", "smiles": "C#CNNC[NH3+]", "homo_energy_ev": -13.60, "charge": 1, "homo_lumo_gap_ev": 9.8, "spin_multiplicity": 1, "e_tot_ev": -7700.1272, "de_lowest_ev": 5.151, "species": ["C", "C", "N", "N", "C", "N", "H", "H", "H", "H", "H", "H", "H", "H"], "positions_angstrom": [[1.687, 1.231, -0.474], [1.729, 0.032, -0.245], [1.215, -1.094, 0.256], [-0.091, -1.404, -0.131], [-1.139, -0.601, 0.436], [-0.997, 0.837, 0.014], [2.073, 2.248, -0.685], [1.821, -1.954, 0.506], [-0.161, -1.537, -1.097], [-1.200, -0.641, 1.545], [-2.127, -0.994, 0.083], [-1.421, 1.105, -0.943], [0.135, 1.166, 0.128], [-1.525, 1.607, 0.607]], "nbo_charge": [-0.4326, 0.2626, -0.4973, -0.4234, -0.0733, -0.7881, 0.3031, 0.4438, 0.3702, 0.2387, 0.2375, 0.4452, 0.4672, 0.4464]}

=====

[12]
{"formula": "C3H8N3O", "method": "ωB97M-V/def2-TZVPD", "smiles": "C/N=C/NOC=[NH2+]", "homo_energy_ev": -14.02, "charge": 1, "homo_lumo_gap_ev": 10.4, "spin_multiplicity": 1, "e_tot_ev": -9748.4994, "de_lowest_ev": 3.964, "species": ["C", "N", "C", "N", "O", "C", "N", "H", "H", "H", "H", "H", "H", "H", "H"], "positions_angstrom": [[1.932, -0.381, -0.136], [0.666, 0.330, -0.155], [0.283, 1.512, -0.050], [-1.054, 1.729, -0.035], [-1.826, 0.544, -0.249], [-1.208, -0.509, 0.370], [-1.396, -1.733, -0.175], [2.734, 0.154, -0.470], [2.118, -0.493, 0.914], [1.897, -1.454, -0.597], [0.929, 2.410, -0.043], [-1.657, 2.539, 0.062], [-0.854, -0.624, 1.454], [-0.730, -2.384, 0.208], [-1.833, -1.640, -1.097]], "nbo_charge": [-0.4215, -0.4476, 0.2880, -0.3055, -0.3252, 0.5173, -0.7495, 0.2240, 0.2175, 0.2262, 0.2288, 0.4478, 0.2248, 0.4372, 0.4376]}